No. 1
The following is a DFT calculation (the ωB97M-V functional and the def2-TZVPD basis) of 9 unconnected molecules or ions with the total composition BH20O8 at a distorted geometry.

Output
Total energy, eV: -17378.8640
Total charge: -1
2S+1: 1
Energy above the lowest of the compared OMol25 structures with the same formula, charge and spin, kcal/mol: 85.1
Frontier orbital gap, eV: 9.287
Highest occupied orbital energy, eV: -6.56

Last column: Mulliken charge in e.
Element x y z (Å)
B  0.42259  0.23162  0.17228  0.186
H  0.15259  -0.75338  0.75428  -0.137
H  1.49759  0.55962  0.38628  -0.286
H  0.21759  -0.01638  -1.01672  -0.341
H  -0.42841  1.12562  0.53128  -0.332
O  -1.79941  3.47862  1.92928  -0.549
H  -2.69641  3.28662  1.94328  0.292
H  -1.39941  3.29762  1.23228  0.232
O  4.13759  -0.84338  0.46828  -0.697
H  4.03959  -1.58938  -0.25872  0.299
H  3.25959  -0.47938  0.42728  0.448
O  -2.75641  -1.60238  -0.44272  -0.651
H  -2.88641  -2.53138  -0.94272  0.297
H  -1.80441  -1.22938  -0.83272  0.399
O  -2.72141  -0.70238  2.54628  -0.654
H  -3.62941  -0.67138  2.11328  0.295
H  -2.09541  -0.49638  1.90828  0.357
O  1.01159  -2.69638  -2.20872  -0.661
H  1.20959  -3.71538  -2.13172  0.291
H  1.06759  -2.30238  -1.44972  0.298
O  0.52159  3.45762  -1.16572  -0.635
H  0.69259  4.07062  -0.44372  0.297
H  0.54359  2.77762  -0.65572  0.167
O  1.48459  -0.02038  2.87628  -0.659
H  1.18559  -0.93438  2.88828  0.296
H  1.18759  0.28162  2.11428  0.410
O  -0.24641  -0.90438  -3.90972  -0.633
H  0.16559  -1.12738  -3.07772  0.316
H  -0.33341  0.04862  -3.75472  0.357

Force components x, y, z for each atom (eV/Å):
-2.6 0.6 -1.0
-0.2 -1.0 0.6
1.7 0.6 0.0
0.1 0.1 -0.2
0.7 -0.5 -0.3
-3.0 3.8 10.5
-2.1 -0.8 -0.5
5.1 -3.0 -10.0
0.3 -2.9 -2.5
0.5 2.3 2.2
-0.9 0.7 0.3
2.9 -1.7 -3.2
0.7 3.3 1.7
-3.5 -1.4 1.5
-3.9 -0.6 1.7
2.2 -0.1 0.5
1.8 0.6 -2.2
0.1 -6.8 -7.2
-0.6 3.5 0.1
0.6 3.3 7.4
-0.1 7.2 -3.9
0.1 1.1 -0.5
0.0 -8.4 4.4
2.4 -2.5 6.2
0.0 0.1 0.0
-2.2 2.4 -5.7
-0.3 1.1 -0.1
0.3 -0.8 0.3
-0.2 -0.1 -0.5

***

No. 2
The following is a DFT calculation (the ωB97M-V functional and the def2-TZVPD basis) of 2 unconnected molecules or ions with the total composition C12H14BN2O3 at a distorted geometry.

Output
Total energy, eV: -22461.2218
Total charge: +1
2S+1: 1
Frontier orbital gap, eV: 7.377
Highest occupied orbital energy, eV: -12.14

Last column: Mulliken charge in e.
Element x y z (Å)
C  0.98359  -0.45141  1.39327  -0.660
B  1.45172  -0.99216  -0.02484  0.164
O  0.52899  -1.76666  -0.79735  -0.524
C  2.88782  -0.71371  -0.72436  0.349
C  3.11625  0.65081  -1.25603  -0.264
C  4.39702  0.90883  -1.93387  -0.307
C  5.38558  -0.19255  -2.07156  -0.479
C  5.06843  -1.48997  -1.49245  -0.186
N  3.84993  -1.70611  -0.85863  0.033
H  0.39043  0.49865  1.20247  0.163
H  0.23417  -1.18530  1.81172  0.290
H  1.80420  -0.26538  2.13165  0.347
H  0.41639  -1.23206  -1.61528  0.313
H  2.31322  1.42234  -1.13392  0.377
H  4.58391  1.92636  -2.36102  0.386
H  6.33823  0.00784  -2.61463  0.365
H  5.80242  -2.32911  -1.56344  0.383
H  3.67108  -2.64399  -0.49571  0.297
C  -5.07608  -0.55047  0.20936  -0.403
C  -5.48405  0.47087  1.05861  -0.484
C  -4.55432  1.37133  1.55983  -0.360
C  -3.21939  1.24134  1.19967  0.029
C  -2.80154  0.21868  0.35701  -0.030
C  -3.73633  -0.67939  -0.13776  -0.530
N  -2.23941  2.20684  1.70861  1.005
O  -2.63701  3.07477  2.45728  -0.573
O  -1.07448  2.08672  1.34758  -0.668
H  -5.80569  -1.24893  -0.18478  0.382
H  -6.52894  0.56677  1.32778  0.385
H  -4.88269  2.16339  2.22079  0.451
H  -1.76131  0.11078  0.07783  0.367
H  -3.42213  -1.47914  -0.79784  0.377

Force components x, y, z for each atom (eV/Å):
0.1 -0.4 -0.2
-1.4 -1.1 0.3
1.1 2.2 0.4
0.7 1.9 -0.8
2.3 -2.3 -0.3
-0.9 -2.0 0.8
-2.4 0.0 1.3
0.1 2.1 -0.8
0.6 2.1 -1.0
0.7 -0.8 0.3
0.8 0.8 -0.4
-0.8 0.0 -0.6
0.0 -1.1 0.1
1.0 -0.8 -0.1
0.0 -1.2 0.4
-0.9 -0.5 0.7
-1.0 0.7 0.2
-0.1 0.4 -0.1
0.0 0.0 0.0
0.2 -0.1 -0.1
-0.1 0.1 0.1
-0.4 -0.4 -0.2
0.1 -0.1 -0.1
-0.1 0.1 0.1
0.0 0.3 0.2
0.2 -0.3 -0.2
-0.2 0.0 0.0
0.1 0.0 0.0
0.1 0.0 0.0
0.2 0.0 -0.1
-0.1 0.1 0.1
0.0 0.1 0.1

***

No. 3
The following is a DFT calculation (the ωB97M-V functional and the def2-TZVPD basis) of a single C3H7BO molecule at a distorted geometry.

Output
Total energy, eV: -5947.4504
2S+1: 1
Energy above the lowest of the compared OMol25 structures with the same formula, charge and spin, kcal/mol: 11.9
Frontier orbital gap, eV: 10.861
Highest occupied orbital energy, eV: -10.47

Last column: Mulliken charge in e.
Element x y z (Å)
B  0.22575  -0.07895  -0.18437  -0.004
C  1.68305  -0.21688  0.10362  0.526
C  -0.81014  -1.25716  0.14029  -1.120
C  -0.21642  1.47768  0.06769  -1.026
O  2.79549  -0.07641  0.08584  -0.293
H  0.55840  -0.28511  -1.30637  -0.028
H  -0.62075  -1.76906  1.07135  0.352
H  -0.68513  -1.99351  -0.61622  0.330
H  -1.83033  -1.00844  0.17609  0.339
H  -0.82702  1.76873  -0.74700  0.280
H  0.56777  2.16978  0.26353  0.367
H  -0.84066  1.26931  0.94555  0.276

Force components x, y, z for each atom (eV/Å):
-1.3 0.1 -0.1
-0.5 0.3 0.4
1.4 -0.3 0.6
-0.1 -2.1 1.1
1.5 -0.2 0.1
0.4 0.2 -1.3
0.2 -0.1 0.5
-0.1 -0.8 -0.7
-1.3 0.8 -0.2
-0.6 0.5 -0.7
0.4 0.7 0.2
0.0 1.0 0.0

***

No. 4
The following is a DFT calculation (the ωB97M-V functional and the def2-TZVPD basis) of a single C25H30N4O5S molecule at a distorted geometry.

Output
Total energy, eV: -53444.8090
2S+1: 1
Energy above the lowest of the compared OMol25 structures with the same formula, charge and spin, kcal/mol: 43.1
Frontier orbital gap, eV: 7.990
Highest occupied orbital energy, eV: -7.85

Last column: Mulliken charge in e.
Element x y z (Å)
C  -5.54977  -0.39100  2.71563  -0.995
O  -4.60211  -1.08647  1.94202  -0.419
C  -3.33857  -0.58081  1.85017  0.464
C  -2.44394  -1.32366  1.07510  -0.320
C  -1.15878  -0.88285  0.88381  0.099
C  -0.72762  0.32200  1.45093  -0.480
N  0.56489  0.68528  1.15505  -0.082
C  1.06442  1.82049  0.97512  0.445
S  0.19012  3.41037  1.14022  -0.258
C  0.64202  3.87672  -0.56859  -0.133
C  0.17044  2.70554  -1.44401  0.026
O  0.94105  2.05291  -2.11040  -0.587
N  -1.16149  2.49653  -1.31828  0.035
C  -1.90564  1.34902  -1.63077  0.429
C  -3.20723  1.28251  -1.15102  -0.832
C  -3.97909  0.15371  -1.34616  -0.183
C  -3.44977  -0.93745  -2.02684  0.506
O  -4.10237  -2.11263  -2.23281  -0.472
C  -5.36178  -2.29127  -1.62759  -0.738
C  -2.15354  -0.85254  -2.53762  -0.689
C  -1.38558  0.27525  -2.34616  -0.494
C  2.13650  4.09722  -0.61847  -0.937
C  2.98686  2.96628  -0.07008  0.739
O  4.18208  2.96509  -0.25361  -0.627
N  2.38850  1.93904  0.63347  0.267
C  3.20348  0.74306  0.82126  -0.978
C  3.11234  -0.16620  -0.42267  -0.689
N  3.83375  -1.41039  -0.34550  0.148
C  5.27443  -1.28352  -0.23140  -0.482
C  5.89169  -2.66201  -0.47664  -0.785
O  5.40839  -3.61039  0.44754  -0.383
C  4.00471  -3.70474  0.37532  -0.849
C  3.34290  -2.35087  0.64294  -0.088
C  -1.60337  1.03369  2.26558  -0.788
C  -2.89954  0.58842  2.45975  -0.697
H  -5.72255  0.61821  2.32754  0.374
H  -6.47107  -0.96728  2.64355  0.260
H  -5.24538  -0.32908  3.76499  0.355
H  -2.78527  -2.24509  0.63143  0.446
H  -0.47176  -1.44198  0.26921  0.485
H  0.09521  4.79219  -0.80626  0.640
H  -1.65467  3.13761  -0.70814  0.252
H  -3.61834  2.11782  -0.60110  0.301
H  -4.98174  0.13212  -0.95125  0.400
H  -5.30759  -2.15125  -0.54315  0.212
H  -5.65039  -3.31797  -1.84721  0.264
H  -6.10970  -1.61073  -2.04776  0.332
H  -1.75996  -1.69903  -3.07703  0.420
H  -0.38041  0.32435  -2.73013  0.524
H  2.46247  4.24051  -1.65240  0.291
H  2.39960  4.99987  -0.05907  0.350
H  2.83404  0.22309  1.70491  0.256
H  4.23123  1.07654  0.97376  0.460
H  2.05945  -0.39748  -0.60159  0.147
H  3.49049  0.39023  -1.28445  0.415
H  5.63165  -0.57744  -0.98233  0.427
H  5.58411  -0.93237  0.76765  0.326
H  6.97480  -2.63374  -0.34635  0.366
H  5.65169  -2.98523  -1.50048  0.369
H  3.70893  -4.43932  1.12647  0.375
H  3.70626  -4.05765  -0.62318  0.395
H  2.25975  -2.44050  0.54596  0.047
H  3.58492  -2.04023  1.67388  0.295
H  -1.26960  1.93163  2.76394  0.588
H  -3.55452  1.16583  3.09333  0.455

Force components x, y, z for each atom (eV/Å):
-0.1 0.1 0.1
0.2 -0.1 -0.2
0.2 0.0 0.0
-0.2 0.0 0.2
-0.2 0.2 0.2
-0.7 0.0 0.3
0.9 -0.2 -0.1
-1.1 0.8 0.2
0.2 -0.1 0.0
0.1 -0.1 0.3
-0.2 0.6 0.0
0.2 -0.2 -0.1
-0.3 0.3 -0.1
-0.2 -0.2 -0.1
0.3 0.0 -0.1
-0.1 -0.3 -0.2
0.2 0.2 0.0
0.2 -0.1 -0.1
-0.2 0.0 0.1
-0.4 -0.1 0.1
0.1 0.0 0.0
0.0 0.1 -0.3
-0.1 0.4 0.0
0.1 0.1 -0.2
0.8 -0.4 0.1
0.4 -0.5 -0.1
-0.1 0.3 0.1
0.1 -0.1 0.0
0.1 -0.4 -0.1
0.2 0.4 -0.1
0.1 0.0 0.1
-0.4 0.1 0.2
0.2 -0.3 -0.1
0.4 -0.1 -0.2
-0.5 -0.2 0.1
0.0 0.0 0.0
0.0 0.1 0.0
0.0 0.0 0.0
-0.1 -0.1 -0.1
0.1 -0.1 0.0
0.0 -0.1 0.0
0.3 -0.2 -0.1
0.0 0.1 0.1
-0.1 0.0 0.1
0.0 0.0 0.0
0.0 0.1 0.0
0.0 0.0 0.0
0.1 -0.1 -0.1
0.0 0.0 0.0
0.0 0.0 0.1
0.0 -0.1 -0.1
0.1 0.1 -0.1
-0.2 -0.1 0.1
0.1 0.1 0.0
-0.1 0.0 0.0
0.0 0.0 0.0
0.0 0.0 -0.1
0.0 0.0 -0.1
0.0 0.1 0.1
0.0 0.0 -0.1
0.0 0.0 0.1
0.0 0.0 0.0
-0.1 0.0 0.0
0.0 0.0 0.1
-0.1 0.0 0.1

***

No. 5
The following is a DFT calculation (the ωB97M-V functional and the def2-TZVPD basis) of 2 unconnected molecules or ions with the total composition C3H10O3 at a distorted geometry.

Output
Total energy, eV: -9413.0597
2S+1: 1
Energy above the lowest of the compared OMol25 structures with the same formula, charge and spin, kcal/mol: 57.0
Frontier orbital gap, eV: 11.099
Highest occupied orbital energy, eV: -10.44

Last column: Mulliken charge in e.
Element x y z (Å)
O  -0.67267  0.31095  2.51844  -0.538
C  -0.42203  -0.18155  1.05741  -0.322
C  0.59036  0.86425  0.35966  -0.499
C  0.61503  0.75087  -1.29805  -0.366
O  0.25942  2.09273  -1.93108  -0.530
H  -1.44991  -0.20826  2.78757  0.307
H  -1.46365  -0.01609  0.43361  0.260
H  0.07574  -1.10025  1.14342  0.218
H  1.59179  0.87510  0.66436  0.442
H  0.15237  1.85885  0.46846  0.264
H  -0.40005  0.17380  -1.61082  0.160
H  1.46743  0.16343  -1.64068  0.317
H  1.01906  2.46440  -2.39172  0.292
O  -0.33466  -3.25561  -0.51799  -0.618
H  0.42243  -3.66012  -0.31142  0.287
H  -0.13210  -2.33689  -0.81171  0.326

Force components x, y, z for each atom (eV/Å):
0.1 -1.1 -2.8
-1.2 4.9 0.2
-2.8 -0.2 -2.6
-4.5 0.1 1.1
1.3 -2.1 1.0
0.4 0.3 0.0
2.6 -1.2 1.6
-0.2 -1.7 -0.2
1.3 -0.3 1.0
0.1 -0.1 0.4
2.5 0.8 0.7
0.1 0.7 -0.5
0.1 -0.1 0.1
-4.6 3.5 -1.6
4.7 -2.3 1.2
-0.1 -1.2 0.4

***

No. 6
The following is a DFT calculation (the ωB97M-V functional and the def2-TZVPD basis) of a single C4H4O2 molecule at a distorted geometry.

Output
Total energy, eV: -8304.3391
2S+1: 1
Energy above the lowest of the compared OMol25 structures with the same formula, charge and spin, kcal/mol: 63.1
Frontier orbital gap, eV: 8.873
Highest occupied orbital energy, eV: -8.62

Last column: Mulliken charge in e.
Element x y z (Å)
C  -1.21391  0.56177  1.13148  -0.863
C  -1.05620  0.73977  -0.19339  0.081
O  -0.02053  0.23810  -1.04196  -0.288
C  1.02696  -0.49087  -0.41613  -0.319
C  1.89156  -1.18726  -1.09232  0.629
O  2.71367  -1.86195  -1.56820  -0.352
H  -0.52751  0.12959  1.67441  0.379
H  -1.99276  1.23448  1.64011  0.206
H  -1.64291  1.36070  -0.77259  0.422
H  0.82163  -0.72431  0.63859  0.106

Force components x, y, z for each atom (eV/Å):
-3.9 4.0 -3.4
2.6 -1.7 1.1
-0.5 0.3 1.2
-2.6 0.9 1.0
0.9 -1.0 -0.3
-0.3 0.5 0.0
3.2 -2.5 3.0
1.2 -1.4 -0.9
-1.3 1.0 -1.1
0.8 0.0 -0.6